The following is a DFT calculation (the ωB97M-V functional and the def2-TZVPD basis) of 3 unconnected molecules or ions with the total composition CH8N5.

Geometry as XYZ:
```
14
Properties=species:S:1:pos:R:3:lowdin_charge:R:1
N -1.6267 -0.0765 0.8837 0.15
N -3.2849 0.1335 -0.9255 0.12
N 3.3871 0.1490 -0.0553 0.08
N 0.3237 -0.0145 -0.3171 0.19
N 0.9718 -0.2860 0.6612 0.02
C -2.7275 -0.0290 0.2905 -0.39
H 0.5310 -0.4012 1.5300 0.09
H -4.2316 -0.2628 -1.0281 0.13
H -2.7559 0.3529 -1.7469 0.10
H 4.2562 -0.0788 0.3173 0.05
H 3.1469 -0.3502 -0.9558 0.11
H 3.3523 1.1749 -0.3057 0.12
H 2.1502 -0.1862 0.5521 0.06
H -3.4927 -0.1251 1.0997 0.15
```

As for the charge: +1. As for the calculated total energy: -8606.439 eV. For the gap between HOMO and LUMO (alpha / beta), the calculation gives 8.130 / 9.120 eV. The calculation puts the HOMO energy (alpha / beta) at -13.37 / -13.62 eV. The value obtained for the LUMO energy (alpha / beta) is -5.24 / -4.50 eV.

---

The following is a DFT calculation (the ωB97M-V functional and the def2-TZVPD basis) of 2 unconnected molecules or ions with the total composition CH8N5.

Geometry as XYZ:
```
14
Properties=species:S:1:pos:R:3:lowdin_charge:R:1
N -1.0403 -0.6858 -0.0685 0.00
N 1.7576 0.3762 -0.1249 -0.16
N 1.5821 -0.5740 -0.7809 0.10
N 0.7890 0.7690 0.7718 0.04
N -2.0891 0.0356 -0.6928 0.18
C -0.2065 -0.3121 0.9176 -0.24
H 2.5480 1.0095 -0.3281 0.19
H 0.4867 -1.0835 1.0352 0.12
H -0.7721 -0.1504 1.8039 0.14
H -2.8182 -0.4381 -1.1998 0.13
H -2.4132 0.7497 0.0153 0.15
H 1.0941 1.3473 1.5278 0.14
H -0.5656 -1.2740 -0.8451 0.19
H 2.4796 -0.9580 -3.0247 0.04
```

As for the charge: +1. As for the calculated total energy: -8601.801 eV. For the gap between HOMO and LUMO (alpha / beta), the calculation gives 10.539 / 5.573 eV. The calculation puts the HOMO energy (alpha / beta) at -13.80 / -12.53 eV. The value obtained for the LUMO energy (alpha / beta) is -3.26 / -6.95 eV.

---

The following is a DFT calculation (the ωB97M-V functional and the def2-TZVPD basis) of 2 unconnected molecules or ions with the total composition CH8NO.

Geometry as XYZ:
```
11
Properties=species:S:1:pos:R:3:lowdin_charge:R:1
O -0.0542 2.0784 0.0451 0.44
N -0.6058 -0.5758 0.2365 0.16
C 0.7240 -1.2015 -0.0896 0.02
H 1.6123 -0.5764 0.1002 0.13
H -1.0427 -1.0885 1.0236 0.20
H -1.2777 -0.6787 -0.5298 0.18
H -0.5538 0.4802 0.3679 0.12
H -0.7882 2.7713 0.1278 0.24
H 0.3536 2.4781 -0.7906 0.24
H 0.8925 -1.6192 -1.0952 0.13
H 0.7399 -2.0679 0.6042 0.14
```

As for the charge: +2. As for the calculated total energy: -4680.068 eV. Its spin multiplicity is 2. For the gap between HOMO and LUMO (alpha / beta), the calculation gives 13.513 / 5.228 eV. The calculation puts the HOMO energy (alpha / beta) at -23.29 / -23.23 eV. The value obtained for the LUMO energy (alpha / beta) is -9.77 / -18.00 eV.

---

The following is a DFT calculation (the ωB97M-V functional and the def2-TZVPD basis) of 2 unconnected molecules or ions with the total composition CH8NP2.

Geometry as XYZ:
```
12
Properties=species:S:1:pos:R:3:lowdin_charge:R:1
P -1.4908 1.2476 -0.0253 0.80
P -1.4587 -1.7531 -0.0923 0.92
N 0.9152 0.4595 -0.4851 -0.11
C -1.3069 -0.3084 0.7441 -0.74
H 1.7594 -0.0300 -0.7743 0.04
H 1.1883 1.4150 0.0178 0.10
H -2.9616 0.9824 -0.1231 -0.02
H -0.8708 -0.4309 1.7994 0.09
H -1.7183 -2.6192 0.9183 -0.05
H -2.4140 -1.4819 -1.1922 0.02
H -1.5068 2.0178 1.2005 -0.04
H 0.5862 0.8535 -1.3642 -0.01
```

As for the charge: +1. As for the calculated total energy: -21223.857 eV. For the gap between HOMO and LUMO, the calculation gives 8.059 eV. The calculation puts the HOMO energy at -14.21 eV. The value obtained for the LUMO energy is -6.15 eV.

---

The following is a DFT calculation (the ωB97M-V functional and the def2-TZVPD basis) of 2 unconnected molecules or ions with the total composition CH8NS.

Geometry as XYZ:
```
11
Properties=species:S:1:pos:R:3:lowdin_charge:R:1
S -0.7746 -0.2634 -1.1027 0.64
N 0.6982 1.8743 0.7071 0.30
C -0.3725 -1.8272 -0.1868 -0.40
H 0.4699 0.9204 0.3792 0.02
H 1.5218 2.1710 0.1786 0.16
H -1.1337 -1.9828 0.5597 0.03
H -0.1064 2.4695 0.4907 0.16
H 0.6337 -1.7171 0.1998 0.02
H -1.6379 -0.7918 -1.9568 -0.13
H 0.9959 1.7375 1.6755 0.16
H -0.2943 -2.5904 -0.9444 0.03
```

As for the charge: +1. As for the calculated total energy: -13484.976 eV. For the gap between HOMO and LUMO, the calculation gives 9.171 eV. The calculation puts the HOMO energy at -13.35 eV. The value obtained for the LUMO energy is -4.17 eV.

---

The following is a DFT calculation (the ωB97M-V functional and the def2-TZVPD basis) of 2 unconnected molecules or ions with the total composition CH8NS.

Geometry as XYZ:
```
11
Properties=species:S:1:pos:R:3:lowdin_charge:R:1
S 1.4761 -0.3454 0.1264 0.66
N -1.1546 1.8789 -0.4600 0.31
C 0.8646 -2.0418 0.2738 -0.45
H -1.6296 1.7028 -1.3495 0.16
H 0.9268 0.1722 1.2394 -0.15
H -0.5157 2.6562 -0.6431 0.16
H -0.0502 -2.1677 -0.2871 0.02
H 0.8998 -2.4535 1.2736 0.04
H 1.5981 -2.6321 -0.2985 0.04
H -0.6199 1.0440 -0.1489 0.05
H -1.7955 2.1864 0.2738 0.16
```

As for the charge: +1. As for the calculated total energy: -13485.157 eV. For the gap between HOMO and LUMO, the calculation gives 9.142 eV. The calculation puts the HOMO energy at -13.34 eV. The value obtained for the LUMO energy is -4.20 eV.

---

The following is a DFT calculation (the ωB97M-V functional and the def2-TZVPD basis) of 2 unconnected molecules or ions with the total composition CH8NS2.

Geometry as XYZ:
```
12
Properties=species:S:1:pos:R:3:lowdin_charge:R:1
S -0.1750 0.0139 0.6553 0.62
S 1.5384 -0.7003 -0.0822 0.61
N -1.2256 1.8665 -1.9824 0.32
C -0.9970 -1.2995 1.5343 -0.35
H -0.7382 -2.3018 1.1695 0.08
H -0.2063 1.8384 -1.9627 0.14
H -1.5463 2.1500 -2.9168 0.18
H 2.4570 -0.0974 0.7250 -0.06
H -0.7367 -1.1904 2.5909 0.09
H -1.6573 0.9808 -1.7200 0.13
H -2.0470 -1.3128 1.2492 0.07
H -1.4962 2.6104 -1.3297 0.17
```

As for the charge: +2. As for the calculated total energy: -24307.843 eV. Its spin multiplicity is 2. For the gap between HOMO and LUMO (alpha / beta), the calculation gives 11.351 / 6.738 eV. The calculation puts the HOMO energy (alpha / beta) at -19.69 / -19.46 eV. The value obtained for the LUMO energy (alpha / beta) is -8.33 / -12.72 eV.

---

The following is a DFT calculation (the ωB97M-V functional and the def2-TZVPD basis) of 3 unconnected molecules or ions with the total composition CH8O2S.

Geometry as XYZ:
```
12
Properties=species:S:1:pos:R:3:lowdin_charge:R:1
S 0.0979 -0.5872 -1.2719 0.66
O 1.5709 1.1002 1.2798 -0.07
O -0.6631 -0.5127 2.7637 -0.09
C -1.3459 0.3429 -1.9631 -0.43
H -1.2655 1.4186 -1.8862 0.02
H -2.1155 0.0177 -1.2513 0.02
H 1.4675 0.9571 0.3381 -0.04
H -0.0004 0.2055 2.8612 0.02
H -0.7651 -0.5673 3.7301 0.03
H 2.4957 1.2938 1.3880 0.03
H 0.8385 -0.7505 -2.3656 -0.17
H -1.6044 -0.1398 -2.9076 0.03
```

As for the charge: 0. Its structure (SMILES) is CS.O.O. As for the calculated total energy: -16096.571 eV. For the gap between HOMO and LUMO, the calculation gives 10.065 eV. The calculation puts the HOMO energy at -9.28 eV. The value obtained for the LUMO energy is 0.79 eV.

---

So what do the calculations give for strongest force on any atom? Going down the list: 4.18, 8.18, 2.28, 3.18, 1.44, 1.53, 1.97, 2.15 eV/Å.
So what do the calculations give for energy above the lowest of the compared OMol25 structures with the same formula, charge and spin? Going down the list: 486.88, 934.37, 205.77, 163.69, 41.87, 24.36, 0.00, 55.29 kJ/mol.